{"formula": "C22H26ClF24NO7PS", "method": "ωB97M-V with the def2-TZVPD basis set", "homo_lumo_gap_ev": 9.54, "e_homo_ev": -12.73, "charge": 1, "elements": ["C", "C", "P", "O", "O", "S", "N", "C", "C", "O", "C", "C", "C", "O", "Cl", "H", "H", "H", "H", "H", "H", "H", "H", "H", "H", "H", "H", "H", "H", "C", "C", "C", "F", "F", "F", "F", "O", "C", "C", "F", "F", "F", "F", "H", "H", "H", "H", "C", "C", "C", "F", "F", "F", "F", "O", "C", "C", "F", "F", "F", "F", "H", "H", "H", "H", "C", "C", "C", "F", "F", "F", "F", "O", "C", "C", "F", "F", "F", "F", "H", "H", "H", "H"], "positions_angstrom": [[0.438, 6.172, 4.338], [1.619, 5.358, 3.788], [2.138, 6.078, 2.147], [2.822, 4.769, 1.538], [0.815, 6.262, 1.284], [3.228, 7.633, 2.380], [2.825, 5.595, 4.689], [2.771, 4.986, 6.066], [2.041, 3.636, 6.102], [0.981, 3.543, 5.179], [1.362, 3.851, 3.848], [0.233, 3.355, 2.955], [0.415, 1.940, 2.452], [-0.348, 1.062, 2.618], [1.902, 1.676, 1.527], [0.423, 6.171, 5.428], [-0.504, 5.725, 4.019], [0.475, 7.214, 4.010], [3.005, 4.810, 0.589], [-0.040, 6.226, 1.724], [2.937, 6.616, 4.744], [3.673, 5.294, 4.200], [3.808, 4.838, 6.367], [2.336, 5.724, 6.735], [2.751, 2.814, 5.952], [1.596, 3.519, 7.088], [2.291, 3.314, 3.607], [0.075, 3.995, 2.084], [-0.687, 3.328, 3.541], [-0.517, -2.066, 0.703], [0.721, -2.458, -0.110], [1.478, -1.327, -0.813], [0.716, -0.755, -1.766], [2.583, -1.836, -1.406], [0.439, -3.435, -0.988], [1.614, -2.944, 0.808], [-1.760, -2.203, 0.047], [-2.331, -1.173, -0.633], [-2.676, -1.569, -2.077], [-1.575, -1.953, -2.743], [-3.198, -0.480, -2.693], [-1.577, -0.057, -0.598], [-3.512, -0.875, -0.037], [-0.549, -2.784, 1.522], [-0.392, -1.071, 1.133], [1.776, -0.564, -0.093], [-3.414, -2.374, -2.074], [-6.822, -3.610, -0.599], [-7.314, -3.152, 0.778], [-8.772, -2.691, 0.894], [-8.987, -1.608, 0.121], [-9.018, -2.355, 2.178], [-6.490, -2.216, 1.284], [-7.241, -4.263, 1.576], [-6.095, -2.651, -1.341], [-6.686, -1.822, -2.250], [-6.393, -0.350, -1.924], [-6.867, -0.038, -0.703], [-7.002, 0.432, -2.840], [-7.998, -2.056, -2.384], [-6.102, -2.062, -3.452], [-6.103, -4.401, -0.387], [-7.638, -4.042, -1.179], [-9.453, -3.492, 0.597], [-5.317, -0.186, -1.950], [5.597, -3.815, -3.454], [5.351, -2.331, -3.749], [4.010, -1.951, -4.387], [3.893, -2.504, -5.609], [3.963, -0.605, -4.521], [6.367, -1.811, -4.461], [5.336, -1.715, -2.522], [6.367, -4.513, -4.408], [5.800, -5.195, -5.442], [6.358, -4.725, -6.795], [6.129, -3.408, -6.958], [5.726, -5.397, -7.779], [4.459, -5.133, -5.418], [6.146, -6.500, -5.320], [6.203, -3.821, -2.549], [4.657, -4.322, -3.235], [3.180, -2.274, -3.755], [7.430, -4.921, -6.843]], "forces_ev_per_a": [[0.06, 0.00, 0.00], [-0.13, 0.28, 0.13], [0.14, -0.09, -0.03], [-0.21, 0.31, 0.04], [0.13, -0.15, 0.07], [-0.16, -0.20, -0.03], [0.00, 0.14, 0.00], [0.09, -0.03, 0.12], [0.14, -0.05, -0.02], [-0.10, 0.06, -0.01], [0.12, -0.28, 0.11], [-0.21, 0.06, 0.03], [0.05, 0.25, 0.10], [-0.31, -0.36, 0.04], [0.23, 0.00, -0.10], [-0.04, -0.08, -0.04], [0.03, 0.05, -0.01], [0.04, -0.03, 0.00], [0.17, -0.05, -0.08], [-0.10, 0.17, 0.01], [0.11, -0.01, -0.01], [-0.04, -0.14, -0.04], [-0.04, 0.10, 0.09], [-0.17, -0.04, -0.11], [-0.02, 0.06, -0.12], [0.08, -0.05, 0.01], [-0.02, 0.12, -0.10], [0.13, -0.12, -0.03], [0.03, 0.12, -0.04], [-0.05, 0.07, 0.38], [0.04, 0.05, 0.00], [-0.07, 0.03, 0.01], [-0.01, -0.04, -0.10], [0.00, -0.02, 0.01], [-0.01, -0.03, 0.01], [-0.01, -0.03, -0.04], [0.14, -0.24, -0.45], [-0.13, -0.01, 0.16], [-0.07, -0.09, 0.09], [0.05, 0.04, 0.02], [0.05, 0.00, -0.06], [0.00, 0.11, -0.03], [0.00, 0.12, 0.04], [-0.04, 0.02, -0.01], [0.05, -0.02, -0.04], [0.07, -0.03, 0.02], [0.00, -0.01, -0.03], [0.03, -0.29, -0.18], [-0.04, -0.01, 0.03], [0.06, -0.06, 0.00], [0.00, 0.07, -0.02], [-0.01, 0.02, 0.00], [0.01, 0.00, 0.03], [0.03, 0.03, 0.02], [0.09, 0.30, 0.34], [0.09, -0.09, -0.17], [0.08, -0.09, 0.02], [-0.08, 0.00, 0.04], [-0.02, 0.01, 0.00], [-0.07, 0.02, 0.00], [-0.08, -0.02, -0.06], [-0.02, 0.00, -0.04], [-0.04, 0.06, 0.03], [-0.01, 0.00, 0.00], [-0.02, 0.09, -0.01], [-0.04, -0.22, 0.29], [-0.02, 0.03, 0.00], [0.04, -0.02, 0.08], [0.01, 0.03, -0.06], [-0.02, 0.01, -0.01], [0.01, 0.01, 0.01], [0.03, 0.02, -0.02], [0.17, 0.38, -0.25], [0.03, -0.18, 0.07], [0.03, -0.04, 0.07], [-0.03, 0.03, 0.00], [0.00, -0.01, -0.02], [-0.08, -0.02, -0.05], [-0.09, -0.04, 0.01], [-0.02, -0.03, -0.02], [-0.03, 0.05, -0.05], [-0.02, -0.01, -0.02], [0.01, 0.01, -0.01]], "lowdin_charge": [-0.01, -0.45, 0.21, -0.19, -0.15, 0.43, 0.06, -0.05, -0.14, -0.07, -0.33, -0.09, -0.75, 0.11, 0.75, 0.10, 0.10, 0.09, 0.11, 0.09, 0.12, 0.16, 0.14, 0.14, 0.14, 0.15, 0.13, 0.12, 0.15, -0.04, -0.44, -0.31, 0.10, 0.09, 0.15, 0.10, 0.06, -0.54, -0.28, 0.11, 0.09, 0.14, 0.14, 0.15, 0.12, 0.12, 0.17, -0.04, -0.44, -0.31, 0.10, 0.10, 0.14, 0.10, 0.03, -0.55, -0.29, 0.11, 0.11, 0.16, 0.14, 0.15, 0.15, 0.17, 0.15, -0.04, -0.44, -0.31, 0.10, 0.10, 0.14, 0.09, 0.05, -0.55, -0.29, 0.10, 0.10, 0.15, 0.14, 0.15, 0.15, 0.16, 0.18]}